# 1
A structure of composition C31H50O2P2Y at a distorted geometry, computed with the ωB97M-V functional and the def2-TZVPD basis.

```
86
C31H50O2P2Y, DFT the ωB97M-V functional and the def2-TZVPD basis
Y -0.76714 -0.17792 -1.13303
C -2.59183 1.89578 -0.15611
C -3.14707 1.00044 -1.13716
C -2.91829 -0.15021 0.86061
C -2.52111 1.19980 1.08689
C -3.34175 -0.27143 -0.49408
C -2.36755 3.34967 -0.30908
H -2.29601 3.64925 -1.36179
H -1.43916 3.66874 0.18930
H -3.18989 3.92706 0.14695
C -2.24045 1.84450 2.39047
H -2.76954 2.80513 2.48612
H -1.16897 2.05276 2.53073
H -2.57051 1.20973 3.22270
C -3.02789 -1.25630 1.83901
H -4.04573 -1.67082 1.83255
H -2.79793 -0.94256 2.85923
H -2.34530 -2.08231 1.58664
C -3.91968 -1.50309 -1.09545
H -4.89150 -1.31961 -1.57807
H -4.08100 -2.26928 -0.32363
H -3.25187 -1.94637 -1.85477
C -3.72229 1.40281 -2.44368
H -4.74443 1.80591 -2.31859
H -3.80127 0.55134 -3.13527
H -3.13093 2.18452 -2.94130
C 1.36282 0.58968 -1.79390
C 0.40195 1.57316 -2.04114
C -0.09700 1.89356 -3.43957
C -0.86828 0.76461 -4.18229
C -1.19061 -0.51146 -3.41800
C -0.20454 -1.41664 -3.05569
C 1.21207 -1.26749 -3.59920
C 2.08336 -0.21687 -2.85321
H 0.76532 2.18548 -4.05848
H -0.29458 0.52197 -5.08778
H -0.74853 2.77522 -3.36424
H 2.55799 0.45242 -3.59271
H 1.90894 0.60389 -0.84128
H 0.40784 2.42957 -1.34504
H 2.89662 -0.75020 -2.33169
H 1.72515 -2.23981 -3.54723
H -0.44369 -2.40641 -2.62202
H 1.18160 -0.98271 -4.66120
H -1.81469 1.19399 -4.53833
H -2.24130 -0.82803 -3.49140
P 2.23731 3.46438 0.53078
C 1.76939 3.57996 2.30392
H 2.51597 4.15837 2.85961
H 1.69331 2.56269 2.71951
H 0.78523 4.06754 2.36821
C 3.84773 2.58850 0.65199
H 4.49448 3.09750 1.37770
H 4.31325 2.60245 -0.34393
H 3.68351 1.53977 0.95199
C 2.67802 5.15675 0.02781
H 3.00580 5.11045 -1.01863
H 3.47313 5.55380 0.66367
H 1.77650 5.77763 0.10041
P 0.81209 -3.90662 -0.37755
C 0.11110 -5.46833 -1.00931
H 0.89156 -6.10424 -1.44910
H -0.61978 -5.17696 -1.78377
H -0.42408 -5.97907 -0.19706
C 2.51198 -3.82461 -1.06069
H 2.45466 -3.55635 -2.12818
H 3.02778 -4.78910 -0.93439
H 3.04661 -3.01493 -0.53760
C 1.10275 -4.18579 1.39978
H 1.09277 -5.26030 1.62866
H 0.29224 -3.67671 1.94339
H 2.04778 -3.71941 1.70564
O 2.53936 -0.60726 0.95829
C 1.40029 -0.58531 1.46040
O 0.28628 -0.40682 0.78692
C 1.23170 -0.79928 2.92407
C 2.30318 -1.34920 3.64856
C 2.15028 -1.64092 5.01328
C 0.92090 -1.37755 5.64486
C -0.13798 -0.80472 4.92885
C 0.01758 -0.52164 3.56745
H 3.23529 -1.51659 3.11807
H 2.98419 -2.05838 5.56592
H 0.80187 -1.60548 6.70741
H -1.08644 -0.55512 5.42248
H -0.77892 -0.09056 2.97578
```

Values from the calculation:
DFT total energy, eV: -56667.468
HOMO level, Ha: -0.37395
Total charge: +1
LUMO level, eV: -4.73
Molar mass, g/mol: 605.59

# 2
A structure of composition C31H50O3P2STc at a distorted geometry, computed with the ωB97M-V functional and the def2-TZVPD basis.

```
88
C31H50O3P2STc, DFT the ωB97M-V functional and the def2-TZVPD basis
Tc -0.22259 2.14841 -0.98336
C 0.90063 1.42119 1.99848
C 1.84395 1.76425 1.01109
C -0.05033 3.20309 0.83971
C -0.21552 2.25267 1.95151
C 1.29780 2.85342 0.21195
C 1.17089 0.47140 3.08452
H 2.21587 0.16402 3.08878
H 0.54112 -0.42789 3.05470
H 0.95353 0.95954 4.05118
C -1.36775 2.16018 2.87647
H -1.89710 1.18890 2.76023
H -2.07714 2.98386 2.70525
H -0.99511 2.22521 3.91601
C -0.29604 4.68350 1.22265
H 0.32340 4.89133 2.08705
H -1.35301 4.82968 1.53034
H 0.01458 5.36966 0.40651
C 2.12042 3.83639 -0.53901
H 2.23563 4.77134 0.04453
H 1.65780 4.09754 -1.52471
H 3.12441 3.39292 -0.71539
C 3.21145 1.26781 0.95197
H 3.63075 1.42038 1.96404
H 3.81771 1.80780 0.23725
H 3.28339 0.19017 0.74746
C -0.13363 -2.15977 -0.12999
C 1.11151 -2.57163 0.05107
C 2.12815 -3.00967 -0.97403
C 3.25415 -1.98403 -1.46758
C 2.85121 -0.60057 -1.62717
C 1.58147 -0.18224 -1.81186
C 0.45383 -0.94348 -2.34781
C -0.61891 -1.65355 -1.44237
H 1.66417 -3.43585 -1.88291
H 3.65945 -2.38250 -2.38905
H 2.76522 -3.79000 -0.49131
H -0.93811 -2.54562 -1.99916
H -0.69071 -1.87071 0.81020
H 1.22060 -3.24830 0.94119
H -1.55444 -1.02999 -1.28354
H -0.18351 -0.13947 -2.80932
H 1.31909 0.89996 -1.64021
H 0.74439 -1.74398 -2.99637
H 4.08851 -2.01143 -0.76475
H 3.63793 0.16277 -1.56234
P -0.50154 -1.02296 -4.70790
P -0.08647 2.35555 -3.71889
C -0.04449 0.26288 -5.91097
C -0.54717 1.65422 -5.51830
H -0.51789 -0.06635 -6.85282
H 1.05964 0.23290 -6.02395
H -0.11864 2.37362 -6.25067
H -1.64771 1.70123 -5.59628
C -0.79528 3.99866 -4.13012
H -0.31891 4.73726 -3.48442
H -1.87083 3.97568 -3.91452
H -0.63879 4.27615 -5.18107
C 1.63952 2.71566 -4.30099
H 1.64349 3.06932 -5.34539
H 2.25127 1.81138 -4.22529
H 2.05945 3.49541 -3.65972
C -2.21639 -1.50014 -4.94818
H -2.41716 -2.38741 -4.33306
H -2.37648 -1.73823 -6.01056
H -2.88879 -0.69371 -4.62247
C 0.42666 -2.47396 -5.24463
H 1.24698 -2.18369 -5.91030
H -0.25916 -3.16951 -5.73163
H 0.87350 -2.99753 -4.39462
C -2.60689 -3.50545 9.11901
C -2.62382 -3.08665 7.67547
C -3.31795 -3.86212 6.74618
C -3.28856 -3.54194 5.38836
C -2.55782 -2.44168 4.96107
C -1.91158 -1.61048 5.88301
C -1.96363 -1.93441 7.24217
S -2.46225 -2.07760 3.15907
O -1.03903 -1.79729 2.92016
O -3.03083 -3.23153 2.46989
O -0.98969 0.72836 -0.46637
H -3.62109 -3.52009 9.53808
H -2.19711 -4.51580 9.22749
H -1.99548 -2.81736 9.70774
H -3.89115 -4.73194 7.07587
H -3.82650 -4.15583 4.67195
H -1.38153 -0.72090 5.55459
H -1.47896 -1.29046 7.98114
```

Values from the calculation:
Multiplicity: 4
DFT total energy, eV: -70688.250
HOMO level (spin up / spin down), Ha: -0.47542 / -0.47859
Energy above the lowest of the compared OMol25 structures with the same formula, charge and spin, kcal/mol: 119.3
Total charge: +2
LUMO level (spin up / spin down), eV: -6.66 / -7.60
Molar mass, g/mol: 662.75

# 3
A structure of composition C31H51AlBrCsF3N2O14P2S at a distorted geometry, computed with the ωB97M-V functional and the def2-TZVPD basis.

```
107
C31H51AlBrCsF3N2O14P2S, DFT the ωB97M-V functional and the def2-TZVPD basis
C 2.51641 3.53315 1.67904
C 1.84860 2.68554 0.89807
C 0.91925 1.62475 0.08466
F 1.01218 2.22311 -1.25061
C -0.56796 1.99356 0.52118
C -1.70974 1.74284 -0.59791
O -3.03600 2.20087 -0.25890
O -3.91864 1.27724 -0.72886
C -0.76544 3.57434 0.90913
C -0.46577 4.64131 -0.25597
O 0.40235 5.52405 -0.04058
F -1.11823 4.69914 -1.49942
C -0.96756 1.08677 1.84186
C -1.91954 1.84140 2.85794
C 0.22996 0.16521 2.38926
Br -0.86148 -0.97234 3.69237
C 1.26677 0.73171 3.45020
C 0.76655 1.71766 4.59466
C 1.79742 1.52924 5.83064
O 3.04038 1.53499 5.70864
O 1.22356 1.29914 7.11940
C 0.92432 -0.71941 1.17167
C 2.05426 -1.66182 1.80707
C 1.63193 -2.76406 2.88045
O 2.62598 -3.83228 2.84342
C 2.46359 -4.71070 3.94987
O 1.34423 -5.15765 4.27739
C 3.82983 -5.13520 4.71272
C 5.09862 -4.24325 4.21227
C -0.15894 -1.80235 0.58263
C 0.31020 -3.12713 -0.13760
O -0.17763 -3.37840 -1.29715
F 1.10374 -4.16222 0.32243
N 1.45657 0.23798 0.07030
P 3.27124 0.56935 0.25224
S 4.47662 -0.86965 -0.35574
P 1.54058 -0.55869 -1.59786
C -0.10947 -0.35859 -2.56288
C 2.61010 0.30002 -2.87169
C 2.83516 -0.78528 -4.08568
H 2.81669 4.50758 2.25888
H -1.87120 0.60516 -0.73819
H -1.45959 2.20444 -1.62025
H -4.72077 1.31177 -0.15532
H -1.87549 3.83218 1.11620
H -0.28971 3.84714 1.92134
H -1.68640 0.29860 1.37528
H -1.45362 2.75048 3.39770
H -2.46982 1.25299 3.64822
H -2.78030 2.30240 2.23513
H 1.64589 -0.18902 4.04572
H 2.23295 1.19014 3.06361
H -0.26464 1.52708 5.02457
H 0.90186 2.81894 4.27309
H 1.78120 0.65202 7.61434
H 2.90814 -1.11058 2.35826
H 2.60098 -2.31480 1.02366
H 0.61541 -3.25186 2.73716
H 1.65123 -2.35993 3.96141
H 4.09332 -6.20976 4.44628
H 3.71912 -4.93457 5.82599
H 5.15344 -4.16948 3.07135
H 6.07317 -4.77442 4.53046
H 5.12176 -3.21373 4.70715
H -0.80968 -2.27513 1.41925
H -0.91858 -1.17279 0.01635
H 3.68807 0.74923 1.60156
H 3.69970 1.62202 -0.64961
H -0.35328 0.73588 -2.78994
H -0.96641 -0.96857 -2.15976
H 0.13078 -0.81778 -3.60001
H 3.64471 0.64985 -2.60687
H 2.08492 1.19331 -3.38506
H 2.56979 -0.31560 -5.10398
H 3.91850 -1.13705 -4.03797
H 2.17085 -1.69689 -3.88754
N 5.73758 1.61367 3.68067
O 6.41261 2.56686 4.05197
O 5.96854 0.48998 4.11573
O 4.82175 1.78464 2.86524
C -3.97547 -2.29834 0.67613
O -5.09805 -2.56464 0.19032
O -3.60502 -3.21295 1.59056
O -3.18546 -1.35654 0.44557
H -4.43202 -3.73567 1.48111
Cs 3.54092 5.71562 0.84705
C -4.60329 -1.01704 -7.59827
C -3.95157 0.31712 -7.26059
C -3.01969 0.24662 -6.04951
C -3.69308 -0.13643 -4.72736
C -4.83873 0.77530 -4.28756
C -4.40201 2.21066 -4.03074
H -5.24629 -1.37002 -6.78809
H -5.22321 -0.91753 -8.49194
H -3.84654 -1.78130 -7.79628
H -4.72571 1.07499 -7.10424
H -3.36888 0.64818 -8.12561
H -2.51870 1.21396 -5.93583
H -2.22532 -0.48111 -6.25551
H -2.92448 -0.14657 -3.93945
H -4.06757 -1.16407 -4.79392
H -5.26746 0.37130 -3.36359
H -5.64354 0.76320 -5.02826
H -3.62387 2.25082 -3.26255
H -5.24968 2.80564 -3.68149
H -4.01778 2.68479 -4.93691
Al -1.85495 -2.98471 -2.54377
```

Values from the calculation:
DFT total energy, eV: -179320.580
HOMO level, Ha: -0.57908
Total charge: +3
LUMO level, eV: -14.33
Molar mass, g/mol: 1066.55

# 4
A cluster of 8 separate species, C31H52Cl16F2N3O10P2 in total at a distorted geometry, computed with the ωB97M-V functional and the def2-TZVPD basis.

```
116
C31H52Cl16F2N3O10P2, DFT the ωB97M-V functional and the def2-TZVPD basis
C 2.99682 -2.42706 -2.01137
C 1.69813 -1.62446 -2.16566
O 2.04443 -0.22643 -2.42231
P 1.00059 0.46902 -3.38827
O 1.19899 0.01105 -4.76344
C 1.17680 2.28041 -3.38795
C 1.64370 3.00396 -2.11418
C 0.87048 2.69156 -0.82608
N -0.32692 3.56658 -0.57673
C -1.03125 4.03831 -1.79684
C -1.28995 2.87927 0.35364
C -2.08185 1.76713 -0.37586
C -3.52969 2.08841 -0.73337
C -4.11689 0.78346 -1.35595
C -5.13795 0.17214 -0.39555
C -5.36468 -1.33236 -0.60610
O -6.78756 -1.58584 -0.75729
C -7.04224 -2.07299 -2.03008
C -7.17260 -1.00474 -3.08497
O -7.11952 -3.24879 -2.24394
O -2.25065 3.78070 0.84761
C -1.73255 4.70168 1.60223
N -1.18809 5.58325 2.14620
C -0.49051 2.13763 1.45897
Cl -1.47739 1.82375 2.86889
C 0.86278 2.78781 1.73182
C 1.59113 2.32030 3.00738
C 1.39743 3.30445 4.13102
O 2.30376 3.98166 4.55462
F 0.18943 3.40602 4.67382
C 1.77159 2.74534 0.43359
C 2.52641 4.04797 0.50175
O 2.24914 4.98090 -0.20941
N 3.55884 4.15211 1.48949
C 4.35658 5.31305 1.23869
O 5.42300 5.26828 0.69816
F 3.84079 6.43566 1.69447
P 2.88061 1.19502 0.26486
O 4.17670 1.40781 1.21874
Cl 1.87004 -0.35762 1.23170
O -0.51302 0.10413 -2.93855
C -1.50557 0.52572 -3.88848
C -2.13168 -0.68581 -4.54608
H 3.00701 -3.20042 -2.75844
H 2.99886 -2.87684 -1.02968
H 3.85463 -1.77810 -2.11127
H 1.11632 -2.04550 -2.97328
H 1.11301 -1.70841 -1.25989
H 0.24334 2.65682 -3.78236
H 1.90543 2.48974 -4.15900
H 2.68601 2.76737 -1.95012
H 1.64087 4.06507 -2.32544
H 0.52432 1.66634 -0.92136
H 0.05991 4.41946 -0.15019
H -0.43974 4.77298 -2.31895
H -1.95531 4.52875 -1.53267
H -1.26363 3.24235 -2.48595
H -1.58080 1.45985 -1.28936
H -2.12518 0.89070 0.25563
H -4.12980 2.28363 0.13949
H -3.63634 2.89156 -1.45246
H -4.64751 1.03658 -2.26690
H -3.32406 0.06604 -1.52904
H -4.79509 0.30566 0.62867
H -6.09334 0.67714 -0.45152
H -4.79403 -1.75161 -1.42836
H -5.09693 -1.82627 0.31677
H -6.16963 -0.83211 -3.46335
H -7.48667 -0.07969 -2.62273
H -7.84813 -1.33094 -3.85765
H -0.27160 1.17046 1.03041
H 0.65757 3.85096 1.88645
H 1.18631 1.36152 3.31777
H 2.66050 2.24556 2.89823
H 3.07674 4.29092 2.38392
H 4.18408 0.75496 1.92858
H -2.25395 1.13889 -3.39120
H -1.08963 1.13358 -4.68592
H -2.76879 -1.19529 -3.83275
H -2.67908 -0.39033 -5.42709
H -1.31125 -1.33074 -4.82448
C 7.61685 1.15639 -0.24852
Cl 6.27837 0.51466 -1.20885
Cl 8.13786 0.00652 0.98850
H 8.45115 1.36186 -0.90797
H 7.28922 2.06691 0.23943
C -1.54524 -0.56170 5.82373
Cl -0.58328 -1.37008 4.57520
Cl -3.26616 -0.90806 5.64641
H -1.21481 -0.91068 6.79430
H -1.39543 0.50867 5.73911
C -4.93325 -3.76726 2.86815
Cl -4.24958 -4.57431 4.27918
Cl -3.72120 -2.75908 2.05550
H -5.27831 -4.52051 2.16861
H -5.75928 -3.14240 3.18512
C -5.78625 -8.15785 3.75241
Cl -7.42343 -7.57695 4.06127
Cl -5.21530 -7.67634 2.14725
H -5.11992 -7.73660 4.49552
H -5.78010 -9.23928 3.81009
C 11.62411 -0.07636 2.54340
Cl 12.42031 0.26062 1.00172
Cl 12.70973 -0.87509 3.68455
H 11.29462 0.86095 2.97497
H 10.77610 -0.72399 2.35938
C -1.82659 -6.29031 1.63198
Cl -1.10089 -5.63336 0.15658
Cl -0.62294 -7.07994 2.65504
H -2.27732 -5.47734 2.18952
H -2.58002 -7.01806 1.35547
C 5.84825 -5.20628 -2.96635
Cl 5.09384 -4.61562 -4.45190
Cl 4.86831 -4.83739 -1.53916
H 5.96402 -6.28052 -3.03875
H 6.81454 -4.73029 -2.85455
```

Values from the calculation:
DFT total energy, eV: -282302.293
HOMO level, Ha: -0.44721
Total charge: +1
LUMO level, eV: -3.19
Molar mass, g/mol: 1293.96